The following is a DFT calculation (ωB97M-V/def2-TZVPD) of a 19-piece molecular cluster, C74H103Br2N15O3 overall.

Each line ends with the Mulliken charge.
Element x y z (Å)
C -23.920 15.693 -5.775  -0.5034
C -24.019 17.230 -5.843  -0.6639
C -25.524 17.394 -6.252  -0.5394
O -26.257 16.255 -5.812  -0.4044
C -25.291 15.432 -5.152  0.2065
H -23.133 15.405 -5.078  0.1988
H -23.794 15.184 -6.731  0.3273
H -23.287 17.685 -6.510  0.4002
H -23.937 17.505 -4.792  0.2624
H -25.492 17.448 -7.341  0.3400
H -25.887 18.315 -5.796  0.2197
H -25.559 14.376 -5.196  0.2880
H -25.334 15.735 -4.106  -0.1032
C -27.615 10.401 -1.181  3.0682
C -27.157 10.232 -2.549  -0.2470
C -25.714 9.732 -2.287  -0.7664
O -25.261 10.411 -1.159  -0.5496
C -26.414 10.588 -0.279  -0.4054
H -28.170 9.529 -0.835  -0.7617
H -28.226 11.291 -1.029  -1.8122
H -27.183 11.195 -3.059  0.1275
H -27.787 9.637 -3.211  0.3189
H -25.052 9.997 -3.111  0.4498
H -25.664 8.644 -2.236  0.3112
H -26.250 11.582 0.136  0.0210
H -26.408 9.837 0.512  0.3374
C -30.778 13.644 -1.590  0.0354
C -30.592 14.248 -0.172  1.4673
C -29.070 14.575 -0.044  0.1962
O -28.471 13.704 -0.990  0.5332
C -29.347 13.496 -2.139  -0.7610
H -31.322 14.337 -2.231  0.2975
H -31.348 12.718 -1.510  -0.1699
H -30.989 13.597 0.607  -1.2339
H -31.111 15.202 -0.077  0.1367
H -28.639 14.437 0.948  -1.2951
H -28.773 15.582 -0.334  0.4949
H -29.194 12.552 -2.661  0.2024
H -29.131 14.219 -2.927  0.0183
Br -23.852 20.751 2.178  -0.1611
C -23.880 19.347 3.453  -0.5814
C -24.297 18.097 2.610  -0.8133
Br -26.177 18.358 1.965  -0.0022
H -24.592 19.538 4.256  0.3642
H -22.838 19.208 3.741  0.4097
H -24.306 17.198 3.226  0.2994
H -23.602 17.904 1.793  0.4395
N -35.928 12.453 -2.448  0.2949
C -34.896 12.483 -1.542  -1.0515
C -35.157 11.449 -0.642  0.4674
C -36.340 10.808 -0.857  -0.8163
C -36.774 11.455 -2.055  -0.8915
H -36.115 13.096 -3.204  0.1949
H -34.126 13.223 -1.703  0.6078
H -34.534 11.187 0.200  0.2329
H -36.719 10.015 -0.230  0.4787
H -37.743 11.349 -2.520  0.4456
N -30.875 8.409 1.728  0.3325
C -29.907 9.364 1.675  -2.4999
C -30.457 10.591 1.296  2.5930
C -31.780 10.275 1.053  0.7073
C -32.034 8.950 1.347  -2.1093
H -30.719 7.432 1.935  0.2154
H -28.936 9.049 2.028  0.4028
H -30.087 11.589 1.111  -0.0381
H -32.526 11.013 0.800  -0.1682
H -32.951 8.383 1.288  0.4098
N -36.101 18.078 1.316  0.0719
C -37.185 17.338 1.136  -0.7995
C -36.964 16.475 0.010  -0.5109
C -35.688 16.724 -0.520  -0.2510
C -35.219 17.730 0.312  -1.0048
H -35.802 18.615 2.118  0.2745
H -38.002 17.467 1.830  0.4141
H -37.664 15.760 -0.395  0.4320
H -35.187 16.297 -1.376  0.6149
H -34.237 18.155 0.463  0.7863
N -30.389 19.707 2.992  -0.0082
C -30.783 19.568 1.687  -1.2511
C -30.481 18.253 1.277  -1.4612
C -29.964 17.625 2.426  1.3315
C -29.856 18.494 3.434  -0.9828
H -30.505 20.520 3.580  0.2255
H -31.327 20.351 1.179  0.4757
H -30.764 17.858 0.313  1.0102
H -29.713 16.575 2.444  0.1660
H -29.532 18.355 4.455  0.4994
N -25.579 14.347 -1.597  0.7545
C -24.565 13.809 -2.322  -0.6306
C -23.433 14.692 -2.269  -0.9854
C -23.851 15.837 -1.580  -0.6608
C -25.177 15.617 -1.175  -0.5295
H -26.533 14.039 -1.470  0.0920
H -24.745 12.856 -2.797  0.5344
H -22.487 14.636 -2.788  0.5682
H -23.184 16.663 -1.383  0.4748
H -25.867 16.303 -0.707  0.4836
N -33.637 9.885 -3.494  0.1524
C -32.329 9.488 -3.263  -0.5435
C -31.753 9.134 -4.453  -0.4964
C -32.662 9.393 -5.465  -0.8317
C -33.805 9.936 -4.861  -0.3376
H -34.235 10.264 -2.774  0.3191
H -31.888 9.509 -2.278  0.4966
H -30.748 8.766 -4.602  0.4671
H -32.618 9.269 -6.537  0.3696
H -34.663 10.423 -5.302  0.4103
N -31.767 10.392 4.306  0.1032
C -33.008 10.658 4.852  -0.9297
C -32.887 11.697 5.741  -0.4046
C -31.529 12.094 5.652  -0.9597
C -30.806 11.254 4.747  -0.2218
H -31.609 9.730 3.560  0.3656
H -33.864 10.027 4.660  0.4560
H -33.600 12.151 6.413  0.4580
H -31.116 12.895 6.246  0.4842
H -29.776 11.188 4.429  0.6236
N -34.263 19.373 -3.976  0.1308
C -32.922 19.173 -4.019  -1.1243
C -32.647 17.879 -4.367  0.1885
C -33.871 17.346 -4.842  -0.2574
C -34.860 18.300 -4.540  -0.8146
H -34.707 20.215 -3.638  0.2060
H -32.264 19.973 -3.714  0.4165
H -31.720 17.326 -4.419  0.4811
H -34.097 16.356 -5.212  0.4422
H -35.935 18.277 -4.638  0.3881
N -26.291 13.622 2.813  0.2719
C -27.531 13.011 2.877  -1.4554
C -28.423 13.846 3.473  0.6268
C -27.808 15.025 3.762  0.4564
C -26.510 14.875 3.293  -1.7130
H -25.427 13.327 2.381  0.3080
H -27.685 12.020 2.477  0.7766
H -29.470 13.606 3.588  -0.3089
H -28.211 15.858 4.320  0.8846
H -25.659 15.536 3.367  0.0333
N -29.474 20.035 -1.334  0.3190
C -29.817 21.223 -1.963  -0.3762
C -29.398 21.147 -3.273  -0.9033
C -28.661 20.046 -3.391  -0.3070
C -28.673 19.291 -2.189  -0.7992
H -29.623 19.809 -0.362  0.2588
H -30.389 21.987 -1.459  0.3816
H -29.518 21.877 -4.060  0.4191
H -28.144 19.784 -4.302  0.4207
H -28.137 18.399 -1.899  0.6394
N -31.257 12.362 -5.185  0.2075
C -31.887 13.588 -5.061  -0.8437
C -30.976 14.559 -5.339  0.0306
C -29.761 14.006 -5.680  -1.0219
C -29.984 12.660 -5.631  -0.8829
H -31.668 11.457 -5.008  0.5617
H -32.937 13.683 -4.828  0.4208
H -31.239 15.607 -5.317  0.4244
H -28.898 14.565 -6.010  0.6584
H -29.212 11.919 -5.780  0.4233
N -29.379 4.779 -1.618  0.0358
C -28.208 5.461 -1.731  -0.7008
C -28.433 6.794 -1.496  -0.0747
C -29.831 6.952 -1.197  0.1205
C -30.355 5.677 -1.307  -1.1882
H -29.543 3.788 -1.726  0.1884
H -27.317 4.986 -2.115  0.3969
H -27.707 7.586 -1.605  0.1313
H -30.370 7.859 -0.966  0.5673
H -31.372 5.323 -1.223  0.4130
N -32.740 13.403 3.110  0.4254
C -32.461 14.759 2.967  -0.6861
C -33.309 15.275 1.952  0.0774
C -34.252 14.269 1.669  -1.0310
C -33.853 13.100 2.323  -1.1555
H -32.375 12.803 3.835  0.7820
H -31.532 15.166 3.339  0.1338
H -33.098 16.254 1.549  0.3344
H -35.080 14.390 0.985  0.5789
H -34.233 12.094 2.425  0.6956
N -27.461 13.634 6.601  0.5094
C -26.968 14.660 7.348  -0.5016
C -26.361 14.145 8.502  -0.6954
C -26.553 12.774 8.462  -0.6488
C -27.243 12.461 7.287  -0.4610
H -27.972 13.736 5.735  0.1137
H -27.086 15.693 7.056  0.4204
H -25.881 14.744 9.262  0.4342
H -26.259 12.039 9.196  0.3975
H -27.587 11.520 6.883  0.4259
N -31.233 16.695 7.942  0.0214
C -30.621 15.561 7.443  -1.0714
C -30.740 15.608 6.092  0.8695
C -31.659 16.640 5.775  -1.0012
C -31.940 17.323 6.962  -0.8533
H -31.148 17.075 8.874  0.2151
H -29.944 15.026 8.092  0.4411
H -30.306 14.945 5.359  0.5479
H -32.078 16.928 4.822  0.4898
H -32.567 18.173 7.190  0.4150

- E_tot (Eh) = -9076.3482
- HOMO-LUMO gap (Ha) = 0.2937
- M (g mol⁻¹) = 1410.55
- lowest unoccupied orbital energy (eV) = 0.380
- net charge = 0
- HOMO (eV) = -7.61
- 2S+1 = 1



The following is a DFT calculation (ωB97M-V/def2-TZVPD) of C10H17Cl3HfO2 as an isolated structure.

Each line ends with the natural charge from an NBO analysis.
Element x y z (Å)
C -1.111 0.808 -0.495  -0.1300
C -1.276 0.074 0.726  -0.1607
C -0.665 -1.219 0.551  -0.1830
C -1.979 0.510 1.933  -0.6142
C -0.110 -1.260 -0.774  -0.0705
C -0.374 -0.009 -1.414  -0.0626
C 0.033 0.353 -2.769  -0.7116
C -1.670 2.139 -0.740  -0.6268
C -0.666 -2.298 1.537  -0.6155
C 0.569 -2.405 -1.372  -0.6339
Hf 2.263 0.662 2.219  1.9620
Cl 2.194 -0.023 4.361  -0.4978
Cl 1.167 2.738 1.532  -0.5063
O 2.385 -0.631 0.722  -1.0535
H -2.342 1.543 1.823  0.2019
H -1.340 0.459 2.830  0.1681
H -2.852 -0.134 2.120  0.1651
H -0.303 -1.955 2.520  0.1681
H -0.024 -3.128 1.208  0.1895
H -1.691 -2.686 1.671  0.1668
H 1.170 -2.949 -0.634  0.1602
H 1.224 -2.080 -2.193  0.2065
H -0.165 -3.118 -1.782  0.1669
H 0.784 -0.357 -3.143  0.1681
H 0.540 1.392 -2.794  0.3413
H -0.828 0.301 -3.463  0.1436
H -1.530 2.811 0.115  0.1816
H -2.757 2.082 -0.914  0.1571
H -1.201 2.603 -1.617  0.2346
H 2.864 -1.412 0.495  0.4905
O 1.746 2.393 -2.444  -1.3104
H 1.657 3.006 -1.716  0.3995
Cl 4.289 1.790 1.904  -0.4946

- E_tot (Eh) = -1970.4154
- HOMO-LUMO gap (Ha) = 0.1282
- M (g mol⁻¹) = 454.09
- lowest unoccupied orbital energy (eV) = 4.486
- net charge = -2
- HOMO (eV) = 1.00
- 2S+1 = 1



The following is a DFT calculation (ωB97M-V/def2-TZVPD) of a 4-piece molecular cluster, CH10N2O3 overall.

Each line ends with the natural charge from an NBO analysis.
Element x y z (Å)
N -0.272 -0.825 0.522  -0.2730
C -0.231 0.511 0.938  -0.1530
N 0.878 0.967 1.757  -0.8058
H 0.681 -1.307 0.191  0.4242
H -1.016 -0.857 -0.207  0.4530
H -1.203 0.712 1.439  0.3164
H 1.675 0.725 1.153  0.3924
H -1.088 0.394 -1.705  0.5011
H 0.962 0.253 2.485  0.3630
O -0.089 0.355 -1.945  -1.0034
H -0.290 1.087 -0.042  0.3877
H 2.446 -1.867 -0.553  0.4602
O 2.062 -1.308 0.137  -0.8759
H -3.015 0.550 -1.221  0.4584
H 0.104 0.051 -2.838  0.4801
O -2.234 0.398 -0.683  -1.1253

- E_tot (Eh) = -379.0554
- HOMO-LUMO gap (Ha) = 0.1810
- M (g mol⁻¹) = 98.10
- lowest unoccupied orbital energy (eV) = -4.610
- net charge = 0
- HOMO (eV) = -9.54
- 2S+1 = 1



The following is a DFT calculation (ωB97M-V/def2-TZVPD) of C6H9F3O3S as an isolated structure.

Each line ends with the natural charge from an NBO analysis.
Element x y z (Å)
C -0.651 0.405 -0.834  0.4301
C 0.650 -0.174 0.577  -0.3945
C -0.877 -0.658 -1.867  -0.6839
C -1.857 0.895 -0.087  -0.6903
C 0.166 -0.287 1.987  -0.6613
C 1.496 -1.301 0.095  0.9474
O 2.602 1.527 -0.395  -0.8771
O 0.806 2.441 1.001  -0.9141
O 0.230 1.412 -1.228  -0.7082
F 2.013 -1.107 -1.120  -0.3109
F 2.529 -1.568 0.912  -0.3189
F 0.792 -2.454 0.019  -0.3299
S 1.262 1.463 0.067  2.3573
H -1.620 -0.294 -2.576  0.2304
H -1.250 -1.571 -1.409  0.2385
H 0.035 -0.867 -2.416  0.2476
H -1.567 1.651 0.635  0.2449
H -2.366 0.072 0.408  0.2271
H -2.544 1.349 -0.802  0.2342
H -0.130 0.698 2.339  0.2552
H 0.961 -0.661 2.636  0.2426
H -0.679 -0.973 2.057  0.2338

- E_tot (Eh) = -1157.4933
- HOMO-LUMO gap (Ha) = 0.4041
- M (g mol⁻¹) = 218.20
- lowest unoccupied orbital energy (eV) = 0.580
- net charge = 0
- HOMO (eV) = -10.42
- 2S+1 = 1



The following is a DFT calculation (ωB97M-V/def2-TZVPD) of C6H9NaO5 as an isolated structure.

Each line ends with the natural charge from an NBO analysis.
Element x y z (Å)
O -0.289 1.322 1.242  -0.5601
Na -1.432 2.439 -0.520  0.9878
O 0.352 0.470 -0.625  -0.5338
C 0.447 0.377 0.723  0.9925
O 1.184 -0.399 1.277  -0.5796
C -0.371 1.422 2.707  -0.0720
C -1.342 2.530 3.011  -0.6510
H -0.707 0.449 3.080  0.2223
H 0.644 1.630 3.064  0.2230
H -2.377 2.205 2.843  0.2276
H -1.239 2.804 4.068  0.2769
H -1.129 3.424 2.409  0.2097
C 2.305 -1.104 -0.772  -0.5356
C 1.056 -0.448 -1.391  0.3669
O 0.356 -1.748 -1.446  -0.3686
C 1.354 -2.391 -0.932  0.8918
O 1.778 -3.465 -1.427  -0.5203
H 2.830 -1.325 0.159  0.3186
H 1.138 -0.038 -2.399  0.2571
H 3.170 -0.995 -1.438  0.2876
H 2.350 -3.971 -0.824  0.5592

- E_tot (Eh) = -771.8739
- HOMO-LUMO gap (Ha) = 0.3595
- M (g mol⁻¹) = 184.12
- lowest unoccupied orbital energy (eV) = -8.878
- net charge = +2
- HOMO (eV) = -18.66
- 2S+1 = 1



The following is a DFT calculation (ωB97M-V/def2-TZVPD) of a single C9H11PS molecule.

Each line ends with the natural charge from an NBO analysis.
Element x y z (Å)
C 3.139 -0.462 0.051  -0.2142
C 2.830 0.806 0.422  -0.1986
C 2.137 -1.330 -0.451  -0.2088
C 1.482 1.189 0.353  -0.1820
C 0.798 -0.929 -0.401  -0.1780
C 0.475 0.410 -0.112  -0.1324
C -1.292 2.371 -0.494  -0.6414
C -2.453 -2.220 0.487  -0.7583
C -0.824 0.927 -0.190  -0.3498
P -2.134 -0.238 0.065  0.9507
S -3.937 0.317 -0.442  -0.5561
H 4.101 -0.824 0.251  0.2111
H 3.486 1.503 0.871  0.2137
H 2.361 -2.395 -0.675  0.2200
H 1.348 2.115 0.874  0.2056
H -0.117 -1.635 -0.553  0.1988
H -1.137 2.918 0.448  0.2194
H -2.288 2.173 -0.726  0.2538
H -0.690 2.979 -1.205  0.2335
H -2.174 -2.716 -0.488  0.2391
H -3.432 -2.301 0.819  0.2478
H -1.679 -2.657 1.095  0.2262

- E_tot (Eh) = -1088.9836
- HOMO-LUMO gap (Ha) = 0.2536
- M (g mol⁻¹) = 182.23
- lowest unoccupied orbital energy (eV) = -0.463
- net charge = 0
- structure (SMILES) = CC(c1ccccc1)=P(C)=S
- HOMO (eV) = -7.36
- 2S+1 = 1



The following is a DFT calculation (ωB97M-V/def2-TZVPD) of C3H5O3Pr as an isolated structure.

Each line ends with the Löwdin spin population.
Element x y z (Å)
H -2.561 -0.937 0.052  0.0000
O 0.853 -0.582 -0.937  -0.0008
C 1.213 0.406 -0.265  -0.0005
C -1.302 -0.682 -0.196  0.0000
O 2.369 0.910 -0.204  -0.0132
O 0.289 1.010 0.489  -0.0006
C -0.775 0.167 0.953  -0.0001
Pr 4.453 1.132 -1.844  3.0153
H -1.045 -1.741 -0.076  0.0000
H -1.583 -0.071 -1.063  0.0000
H -0.372 -0.464 1.755  0.0000
H -1.539 0.851 1.336  0.0000

- E_tot (Eh) = -859.6822
- HOMO-LUMO gap (spin up / spin down) (Ha) = 0.1798 / 0.1800
- M (g mol⁻¹) = 229.98
- lowest unoccupied orbital energy (spin up / spin down) (eV) = -6.208 / -6.206
- net charge = +1
- HOMO (spin up / spin down) (eV) = -11.10 / -11.10
- 2S+1 = 4



The following is a DFT calculation (ωB97M-V/def2-TZVPD) of a single C22H25NO5 molecule.

Each line ends with the natural charge from an NBO analysis.
Element x y z (Å)
C -4.986 -2.497 -1.027  -0.2541
O -4.573 -1.162 -0.652  -0.4999
C -3.498 -0.599 -1.263  0.3278
C -3.145 0.714 -0.863  -0.2896
C -1.966 1.280 -1.307  -0.1547
C -1.041 0.521 -2.046  -0.1129
C 0.393 0.943 -2.267  -0.3838
C 1.398 0.279 -1.240  -0.2834
C 1.493 -1.244 -1.493  0.8129
O 0.858 -1.849 -2.324  -0.5398
O 2.446 -1.936 -0.790  -0.5318
C 3.554 -1.260 -0.127  0.5440
C 3.280 -1.158 1.357  -0.6691
C 4.766 -2.151 -0.404  -0.6268
O 3.808 0.006 -0.763  -0.5440
C 2.860 0.521 -1.646  0.8162
O 3.194 1.055 -2.672  -0.5185
C -1.525 -0.648 -2.647  -0.0845
C -2.702 -1.253 -2.233  -0.3551
H -5.921 -2.655 -0.490  0.2014
H -5.157 -2.580 -2.108  0.1805
H -4.242 -3.238 -0.708  0.1814
H -3.808 1.248 -0.185  0.2269
H -1.759 2.321 -1.060  0.2014
H 0.741 0.608 -3.250  0.2454
H 0.511 2.029 -2.180  0.2225
H 2.283 -1.531 1.595  0.2349
H 3.996 -1.803 1.870  0.2265
H 3.417 -0.145 1.733  0.2364
H 4.949 -2.160 -1.479  0.2321
H 5.645 -1.753 0.112  0.2235
H 4.577 -3.174 -0.070  0.2288
H -0.950 -1.117 -3.440  0.2207
H -2.986 -2.233 -2.618  0.2192
C 0.552 2.977 0.187  -0.4178
N 0.195 1.588 0.519  -0.4475
C -0.571 1.304 1.651  0.2969
C -0.741 -0.038 2.082  -0.3134
C -1.040 -0.290 3.421  -0.1789
C -1.456 0.766 4.240  -0.2739
C -1.573 2.058 3.717  -0.1874
C -1.152 2.335 2.414  -0.3144
C 1.215 0.609 0.123  -0.2326
H 0.787 3.538 1.107  0.2054
H 1.428 2.985 -0.468  0.2090
H -0.269 3.469 -0.352  0.2000
H -0.611 -0.872 1.385  0.2167
H -0.946 -1.305 3.813  0.2149
H -1.701 0.568 5.290  0.2137
H -1.979 2.867 4.333  0.2157
H -1.228 3.347 2.008  0.2173
H 1.030 -0.313 0.678  0.2390
H 2.152 1.028 0.536  0.2031

- E_tot (Eh) = -1284.2233
- HOMO-LUMO gap (Ha) = 0.3013
- M (g mol⁻¹) = 383.44
- lowest unoccupied orbital energy (eV) = 0.538
- net charge = 0
- structure (SMILES) = COc1ccc(CC2(CN(C)c3ccccc3)C(=O)OC(C)(C)OC2=O)cc1
- HOMO (eV) = -7.66
- 2S+1 = 1



| no. | maximum force (eV Å⁻¹) |
| --- | --- |
| 1 | 5.15 |
| 2 | 6.20 |
| 3 | 2.73 |
| 4 | 3.63 |
| 5 | 6.34 |
| 6 | 5.20 |
| 7 | 6.88 |
| 8 | 5.25 |